{
  "formula": "C17H40HgN5O3SiTe",
  "method": "the ωB97M-V functional and the def2-TZVPD basis",
  "lumo_ha": [0.01420, -0.00221],
  "e_tot_ev": -51212.0436,
  "multiplicity": 2,
  "s2": 0.76,
  "species": ["Hg", "C", "O", "C", "C", "O", "C", "C", "O", "C", "H", "H", "H", "H", "H", "H", "H", "H", "H", "H", "H", "H", "H", "H", "C", "N", "C", "C", "N", "N", "C", "N", "N", "H", "H", "H", "H", "H", "H", "H", "H", "H", "H", "H", "C", "Si", "C", "C", "C", "C", "H", "H", "H", "H", "H", "H", "H", "H", "H", "C", "Te", "C", "H", "H", "H", "H", "H", "H"],
  "positions_angstrom": [[-0.71110, 0.32620, 0.39110], [-2.95280, -2.08810, -1.21870], [-1.73980, -1.83330, -1.89520], [-0.89330, -2.95190, -1.99010], [0.05430, -3.12680, -0.78870], [0.93310, -2.05490, -0.54660], [1.98050, -1.85080, -1.46640], [1.68140, -0.77250, -2.52700], [1.35460, 0.48400, -1.99660], [2.44430, 1.24280, -1.52660], [-3.53610, -2.85130, -1.74990], [-3.50390, -1.15150, -1.21840], [-2.78980, -2.40070, -0.18300], [-0.31390, -2.81640, -2.90930], [-1.49000, -3.87000, -2.09490], [0.62510, -4.05730, -0.93580], [-0.52930, -3.20490, 0.13300], [2.24310, -2.78590, -1.98050], [2.83970, -1.53080, -0.86380], [0.80360, -1.06080, -3.10780], [2.55380, -0.69880, -3.19820], [3.05840, 1.60290, -2.36480], [3.07710, 0.67420, -0.83730], [2.00790, 2.08130, -0.98490], [-1.25980, 5.54830, 2.24380], [0.00630, 4.88310, 2.01720], [0.75280, 4.61760, 3.22650], [0.15040, 4.02160, 0.94410], [0.80940, 2.93460, 0.91760], [-0.37860, 4.53160, -0.23660], [-0.99600, 3.81190, -1.23900], [-1.00980, 4.47210, -2.45750], [-1.58380, 2.71320, -0.99620], [-1.09600, 6.61060, 2.44030], [-1.76470, 5.10670, 3.10770], [-1.91450, 5.43810, 1.38310], [0.74590, 5.52080, 3.83560], [1.78760, 4.38370, 2.97970], [0.32700, 3.79400, 3.81290], [1.12800, 2.62750, 1.83020], [-0.35850, 5.53420, -0.34150], [-0.28770, 5.15490, -2.62990], [-1.22010, 3.89310, -3.25480], [-1.99310, 2.27470, -1.81420], [-4.37180, -2.98850, 4.65820], [-2.61030, -2.25000, 4.74630], [-1.37840, -3.54470, 5.42500], [-2.67820, -0.74210, 5.91980], [-2.06600, -1.67320, 3.06970], [-1.73620, -1.26000, 1.97460], [-4.75330, -3.25000, 5.64270], [-4.40460, -3.88120, 4.04100], [-5.05620, -2.26670, 4.22180], [-1.70140, -3.94560, 6.38170], [-0.39530, -3.10520, 5.56520], [-1.26700, -4.37950, 4.73950], [-3.13570, -0.98320, 6.87560], [-3.26180, 0.05350, 5.46700], [-1.68450, -0.35170, 6.11490], [2.92070, -1.90010, 3.16730], [2.03640, -0.18140, 2.17750], [3.85300, 0.99700, 2.40420], [3.28650, -1.63680, 4.15280], [3.73450, -2.30910, 2.58130], [2.13770, -2.64130, 3.25890], [4.68070, 0.52620, 1.88910], [4.11300, 1.11010, 3.44890], [3.68110, 1.97440, 1.97230]],
  "forces_ev_per_a": [[-0.6, -0.7, 0.4], [-0.1, -0.1, 0.1], [0.2, 0.2, -0.1], [0.4, -0.1, 0.2], [-0.4, -0.1, -0.2], [-0.1, 0.2, -0.1], [0.1, 0.4, -0.2], [-0.1, -0.4, 0.1], [-0.2, 0.0, 0.1], [0.1, 0.1, 0.0], [0.0, 0.0, 0.0], [-0.1, 0.0, 0.1], [0.0, 0.0, 0.0], [0.0, -0.1, 0.1], [0.1, 0.0, 0.0], [-0.1, 0.0, 0.0], [0.0, -0.1, -0.1], [0.0, 0.0, 0.0], [0.0, -0.1, -0.1], [0.1, 0.0, -0.1], [-0.1, 0.0, 0.0], [0.0, -0.1, 0.0], [0.0, 0.0, 0.0], [0.1, 0.0, 0.0], [-0.2, 0.2, 0.1], [0.0, -0.1, -0.3], [0.1, -0.1, -0.1], [0.4, -0.1, 0.4], [0.2, -0.2, -0.1], [0.0, 0.6, -0.1], [-0.4, -0.4, -0.4], [0.1, 0.2, -0.1], [0.0, -0.3, 0.3], [-0.1, 0.0, 0.0], [-0.1, 0.0, 0.0], [0.0, 0.0, 0.0], [0.0, 0.0, 0.0], [0.0, 0.0, 0.0], [0.0, 0.0, 0.0], [-0.2, 0.1, 0.2], [0.0, -0.1, 0.0], [0.1, -0.2, 0.0], [0.0, 0.1, 0.1], [0.1, 0.1, -0.1], [0.7, 0.2, 0.0], [-0.1, 0.1, 0.0], [-0.5, 0.5, -0.3], [0.1, -0.6, -0.4], [-0.5, -0.6, 1.3], [0.8, 1.0, -1.3], [0.0, 0.0, 0.2], [0.1, -0.2, -0.1], [-0.1, 0.2, -0.1], [-0.1, 0.0, 0.2], [0.2, 0.2, 0.0], [0.0, -0.1, -0.2], [-0.1, -0.1, 0.1], [-0.1, 0.1, -0.1], [0.2, 0.1, 0.0], [-0.2, 0.3, -0.2], [1.0, -0.1, 0.5], [-0.3, -0.3, -0.1], [-0.1, 0.2, 0.1], [0.1, 0.0, -0.2], [-0.2, -0.1, 0.0], [0.1, -0.1, -0.2], [-0.1, 0.0, 0.2], [-0.1, 0.2, -0.1]]
}